(1)
A cluster of 2 separate species, C28H22O6S2 in total at a distorted geometry. Source: the OMol25 dataset; level of theory: ωB97M-V/def2-TZVPD.

For the frontier orbital gap, the calculation gives 0.0872 Ha. For the calculated total energy, the calculation gives -2327.74526 a.u. The HOMO energy is -5.8 eV. For the strongest force on any atom, the calculation gives 0.0702 Eh/bohr. The lowest unoccupied orbital energy comes out at -0.127 Eh. The calculation puts the energy above the lowest of the compared OMol25 structures with the same formula, charge and spin at 87.6 kJ/mol.

```
58
C28H22O6S2, DFT ωB97M-V/def2-TZVPD
H -4.81 -1.45 2.08
C 3.28 0.89 7.84
H 2.64 -1.33 2.66
C 7.43 0.31 2.82
C 3.93 2.72 6.39
S -0.19 1.72 1.93
H 2.04 3.81 8.98
H 5.38 -2.62 6.07
C 6.60 -0.81 3.04
H 3.18 0.15 3.53
H 6.22 2.26 5.30
C 6.31 1.41 4.65
C 4.00 1.35 6.72
C 3.44 -0.54 7.92
C -2.92 1.33 2.05
C -3.93 -0.83 2.08
C 3.29 -2.77 8.73
C 2.57 3.11 8.34
H 4.44 -4.23 7.66
C -4.06 0.54 2.06
C 9.48 1.16 2.03
C 3.22 3.58 7.20
C 2.93 -1.45 8.85
C 4.16 -3.19 7.72
C 4.68 -2.29 6.81
S 0.10 -1.31 1.98
H 2.07 1.40 9.54
H 9.77 1.19 3.08
O -0.27 2.50 0.64
H -5.03 1.00 2.06
O -0.05 2.39 3.28
H 6.73 -1.67 2.41
C 4.30 -0.94 6.87
O 8.43 0.22 1.87
O 2.27 0.49 1.76
H 7.79 2.32 3.48
H 9.16 2.14 1.69
H 4.08 -0.39 2.09
H 3.13 4.62 6.93
C 0.91 0.29 1.88
O 0.51 -1.94 3.29
C 4.65 0.22 6.08
H -2.57 -2.49 2.14
C -1.55 -0.63 2.05
H 2.90 -3.49 9.43
O 0.15 -2.10 0.70
H -2.99 2.41 2.08
H 4.37 3.08 5.48
H 10.34 0.84 1.44
H 5.07 -1.71 4.20
H 2.30 -1.11 9.64
C -2.68 -1.42 2.09
C 2.58 1.77 8.66
C 3.09 -0.34 2.56
C 5.70 -0.84 4.07
C 7.22 1.43 3.64
C -1.68 0.74 2.03
C 5.53 0.26 4.94
```



(2)
A structure of composition C28H23AsCl5MnNO3S at a distorted geometry. Source: the OMol25 dataset; level of theory: ωB97M-V/def2-TZVPD.

As for the expectation value of S²: 4.12. For the frontier orbital gap (spin up / spin down), the calculation gives 0.2560 / 0.2892 Ha. For the calculated total energy, the calculation gives -7447.02028 a.u. The HOMO energy (spin up / spin down) is -8.4 / -8.5 eV. The spin multiplicity is 4. For the strongest force on any atom, the calculation gives 0.0343 Eh/bohr. The lowest unoccupied orbital energy (spin up / spin down) comes out at -0.052 / -0.022 Eh. The calculation puts the energy above the lowest of the compared OMol25 structures with the same formula, charge and spin at 0.0 kJ/mol.

```
63
C28H23AsCl5MnNO3S, DFT ωB97M-V/def2-TZVPD
S 0.99 0.85 -2.35
C -2.46 -0.49 -1.55
H -3.06 -0.51 -3.65
C 4.49 -1.53 -0.62
C -1.04 4.30 -1.76
C 0.87 -0.52 5.02
H -1.05 -5.57 1.23
H 5.32 -2.11 -0.24
C -0.65 -5.22 -0.85
C -1.99 0.95 -1.62
C 2.00 -0.36 4.23
N -1.72 2.48 1.94
C -0.71 5.66 -1.64
C -3.08 -0.85 -0.19
C -0.01 -2.63 -0.08
C 1.91 -0.48 2.85
Cl -1.63 6.85 -2.48
H 0.41 -2.29 -2.16
H 2.95 -0.12 4.69
H -0.15 -4.59 -2.84
H 2.79 -0.33 2.25
H -0.48 -3.27 1.91
C -0.23 -4.30 -1.80
C -0.42 -3.55 0.87
H -2.72 1.63 -1.19
C 4.63 -0.79 -1.78
C 0.08 -3.01 -1.42
H 3.67 0.52 -3.19
H -1.25 -0.90 5.04
H -0.90 -6.23 -1.14
C 0.74 3.80 -0.32
C -3.49 -0.70 -2.66
Cl -2.36 3.87 -2.79
C 3.28 -1.54 0.05
C 0.36 6.07 -0.85
O -2.06 2.17 3.07
As 0.45 -0.80 0.35
C -0.45 -0.94 3.05
C -0.33 3.34 -1.07
H 0.93 -0.41 6.10
C 1.11 5.11 -0.18
Cl 2.46 5.55 0.80
C -0.73 -4.85 0.48
C 0.69 -0.79 2.26
H -3.30 -1.92 -0.13
C 2.21 -0.78 -0.44
H -3.86 -1.73 -2.64
Mn -0.28 1.39 -0.54
H -4.01 -0.29 -0.05
H 3.15 -2.14 0.93
H 5.58 -0.78 -2.31
H -4.35 -0.03 -2.52
H -2.43 -0.58 0.64
Cl 1.61 2.55 0.56
Cl 0.77 7.73 -0.71
H -1.63 -1.16 -1.75
H -1.79 1.24 -2.64
C -0.36 -0.81 4.43
H -1.41 -1.13 2.60
O -1.72 3.62 1.50
C 2.34 -0.04 -1.61
O -1.24 1.47 1.20
C 3.57 -0.05 -2.28
```



(3)
A structure of composition C28H23Br2Cl5N2O4Sm at a distorted geometry. Source: the OMol25 dataset; level of theory: ωB97M-V/def2-TZVPD.

As for the expectation value of S²: 8.76. For the frontier orbital gap (spin up / spin down), the calculation gives 0.2342 / 0.2325 Ha. For the calculated total energy, the calculation gives -9598.28500 a.u. The HOMO energy (spin up / spin down) is -4.2 / -4.2 eV. As for the charge: -1. The spin multiplicity is 6. For the strongest force on any atom, the calculation gives 0.0204 Eh/bohr. The lowest unoccupied orbital energy (spin up / spin down) comes out at 0.081 / 0.078 Eh. The calculation puts the energy above the lowest of the compared OMol25 structures with the same formula, charge and spin at 180.2 kJ/mol.

```
65
C28H23Br2Cl5N2O4Sm, DFT ωB97M-V/def2-TZVPD
C 0.30 3.71 2.11
Cl -2.45 -1.58 -2.62
Br -2.52 1.90 -1.35
H -4.18 -0.37 0.54
H 0.02 4.02 -2.64
C 0.21 -1.21 -2.47
C -1.64 -1.90 2.88
C -2.95 -1.84 3.33
C -0.34 3.60 -3.58
C 0.16 1.56 -5.10
C 1.18 4.72 1.73
C -0.82 -1.84 -3.17
H 3.03 -0.25 -0.09
H -4.92 -1.20 2.74
C 1.72 -2.19 -4.15
H -1.06 3.00 3.59
C -3.87 -1.28 2.44
Cl 2.89 -0.57 -2.34
C 1.00 -3.32 -0.18
C 0.69 5.91 3.76
C -3.46 -0.83 1.21
H 1.42 -5.42 -0.31
Sm -0.36 0.39 -0.41
H 2.77 -6.33 1.33
O 0.53 1.55 -2.78
H -4.40 -2.55 4.76
H 1.69 4.63 0.78
H 2.06 6.60 2.26
H -0.09 4.22 -4.43
C 1.86 -2.17 1.55
C -2.12 -0.92 0.79
H -2.77 -3.18 5.02
H 2.66 1.26 -0.98
C 2.36 -4.47 1.39
H -3.16 -1.51 5.46
H 3.09 -3.22 2.98
Cl -1.96 -3.39 -5.10
C 2.38 0.22 -0.82
C -0.19 4.91 4.14
H 0.84 6.77 4.40
H -0.73 4.98 5.07
H 0.18 2.29 -5.91
O 0.60 2.50 0.07
Cl 3.34 -2.37 -4.76
H -0.76 0.98 -5.18
C 0.09 2.51 1.23
C 1.38 5.82 2.55
O -0.57 1.54 1.68
Cl 0.94 -3.81 -6.18
C -3.34 -2.29 4.71
H 1.00 0.87 -5.19
C 0.17 2.20 -3.73
C -0.38 3.81 3.32
H -0.86 -2.31 3.53
C -0.63 -2.64 -4.30
C 0.66 -2.83 -4.79
O 2.98 -5.58 1.89
H -1.43 3.53 -3.48
C 1.43 -1.42 -3.04
N 1.14 -2.16 0.45
C 1.58 -4.50 0.24
C 2.51 -3.28 2.07
N -1.26 -1.47 1.68
H 0.38 -3.30 -1.07
Br 1.98 -0.54 2.52
```



(4)
A structure of composition C28H23BrCl2F4InO2P2S3 at a distorted geometry. Source: the OMol25 dataset; level of theory: ωB97M-V/def2-TZVPD.

As for the expectation value of S²: 0.76. For the frontier orbital gap (spin up / spin down), the calculation gives 0.2542 / 0.2333 Ha. For the calculated total energy, the calculation gives -7192.61538 a.u. The HOMO energy (spin up / spin down) is -6.8 / -8.0 eV. The spin multiplicity is 2. For the strongest force on any atom, the calculation gives 0.0209 Eh/bohr. The lowest unoccupied orbital energy (spin up / spin down) comes out at 0.006 / -0.059 Eh. The calculation puts the energy above the lowest of the compared OMol25 structures with the same formula, charge and spin at 89.1 kJ/mol.

```
66
C28H23BrCl2F4InO2P2S3, DFT ωB97M-V/def2-TZVPD
C -0.24 -3.67 -0.03
C -1.26 7.04 2.01
Br -3.01 -0.30 1.60
C -0.02 -2.62 -0.92
H 0.52 -5.50 0.74
H -2.01 0.54 -6.28
H 2.26 1.31 5.55
Cl -0.53 3.22 2.76
P -1.11 -1.16 -0.95
C -4.46 -3.58 -1.38
C 1.83 -4.66 -0.73
C 1.15 -2.56 -1.66
C -4.84 -2.17 0.53
H -1.11 7.98 2.51
H 1.02 1.16 4.29
C -1.89 7.01 0.77
S 2.41 0.88 -0.59
C 3.05 0.94 3.61
C -1.31 -0.72 -2.71
In -0.15 1.25 0.70
C -3.58 -1.59 0.35
C 2.01 1.56 4.52
H -2.07 1.19 -2.06
H -2.54 1.98 -4.35
H -1.02 -1.69 -5.92
C -1.67 4.58 0.70
C -0.99 -1.52 -3.80
C 5.12 -0.30 0.85
H 2.00 2.64 4.40
C 2.06 -3.59 -1.57
H 2.96 -3.57 -2.17
H 4.05 1.32 3.84
C -5.29 -3.16 -0.34
H 7.20 -0.76 1.09
F -4.86 -4.55 -2.21
P 2.55 0.04 1.21
H -1.12 -3.68 0.60
Cl -2.85 5.78 -1.41
H 6.25 -0.95 2.57
C -2.08 5.80 0.13
H -0.54 -2.49 -3.66
C -3.21 -3.00 -1.53
H 6.12 -2.15 1.28
O 3.88 -0.84 1.32
C -2.11 1.00 -4.20
O 2.78 1.27 2.24
H -2.22 7.92 0.30
C 0.69 -4.69 0.06
F -6.49 -3.71 -0.16
H -0.37 5.86 3.56
C -2.75 -1.99 -0.69
H 5.19 0.76 1.12
C -1.25 -1.06 -5.08
F -5.61 -1.78 1.54
H 5.15 -0.39 -0.24
C -1.81 0.19 -5.28
H 1.34 -1.71 -2.30
S 1.09 -1.11 1.93
C -1.86 0.55 -2.92
H 2.54 -5.47 -0.66
S -1.98 3.11 -0.16
H 3.04 -0.15 3.72
C 6.25 -1.09 1.49
F -2.41 -3.47 -2.49
C -1.06 4.65 1.95
C -0.85 5.86 2.60
```